Below is a cluster of 14 separate species, C40H116N8O14 in total in a non-equilibrium geometry, with properties calculated with wB97M-V/def2-TZVPD.

```
178
Properties=species:S:1:pos:R:3:forces:R:3
C 0.710 4.857 -6.329 -0.064 -0.065 -1.368
O 0.944 5.300 -7.709 0.006 -0.550 1.140
H 1.293 5.399 -5.585 0.079 0.158 -0.195
H -0.344 4.862 -6.051 -0.103 0.286 -0.112
H 1.000 3.806 -6.332 0.196 0.114 0.085
H 0.447 6.085 -7.948 -0.117 0.046 0.449
C -1.825 5.036 2.705 -0.454 -0.594 0.324
O -2.377 4.279 3.815 0.281 1.138 -0.480
H -2.122 4.574 1.764 0.006 0.011 -0.126
H -2.231 6.048 2.733 -0.316 -0.196 0.235
H -0.745 5.182 2.687 0.187 -0.426 0.415
H -1.976 3.415 3.935 0.322 0.007 -0.313
C 5.942 4.551 -5.578 -0.072 -0.233 -1.444
O 5.849 5.189 -6.849 -0.259 1.206 -0.195
H 5.104 3.855 -5.537 0.204 -0.373 0.563
H 6.917 4.063 -5.578 -0.128 -0.246 0.848
H 5.825 5.307 -4.802 0.231 -0.067 -0.130
H 6.117 4.631 -7.583 0.031 -0.298 0.374
C -3.089 2.864 -3.155 0.474 -0.042 0.413
O -2.729 1.509 -3.487 -0.311 0.858 0.216
H -3.779 2.958 -2.316 -0.328 -0.432 -0.016
H -2.196 3.366 -2.783 0.204 -0.146 -0.317
H -3.489 3.444 -3.987 0.028 -0.211 -0.233
H -3.539 1.035 -3.688 -0.043 -0.049 -0.044
C 10.210 1.742 -1.499 -2.055 -0.274 -0.551
C 8.713 1.347 -1.816 0.789 0.453 0.589
O 7.873 2.381 -1.344 -0.138 0.715 0.237
H 10.398 1.818 -0.428 0.020 -0.521 -0.046
H 10.363 2.754 -1.874 0.129 -0.139 -0.351
H 10.806 1.004 -2.036 0.461 0.231 0.354
H 8.376 0.434 -1.326 0.519 -0.388 0.045
H 8.557 1.219 -2.888 0.284 -0.023 -0.203
H 6.959 2.152 -1.524 -0.102 -0.043 -0.041
C 6.981 5.759 4.149 -0.067 -0.916 1.908
C 6.677 5.074 2.866 -1.540 1.535 -0.666
O 7.815 4.558 2.313 1.408 -1.115 -0.515
H 6.149 6.353 4.526 0.108 0.328 -0.320
H 7.945 6.253 4.272 -0.186 0.376 -0.742
H 7.052 4.957 4.884 0.099 -0.141 0.337
H 6.239 5.783 2.164 -0.137 0.447 -0.210
H 5.878 4.344 2.992 0.028 -0.416 0.350
H 7.551 4.053 1.540 0.301 -0.122 -0.197
C -6.114 -6.655 1.929 -0.393 -0.368 0.639
C -7.255 -5.670 2.181 1.363 -0.185 0.492
C -6.680 -4.265 2.560 -0.208 -1.758 0.294
O -6.084 -4.387 3.855 -0.680 0.875 -0.266
C -5.685 -3.101 4.353 0.090 -0.976 -0.346
N -7.970 -5.586 0.960 -1.747 0.650 -1.499
H -5.430 -6.665 2.777 0.335 0.157 -0.318
H -5.670 -6.468 0.951 0.383 0.335 0.231
H -6.510 -7.668 1.861 -0.179 -0.128 0.036
H -7.936 -6.082 2.926 0.390 0.300 0.820
H -7.465 -3.511 2.503 -0.164 0.176 0.335
H -5.933 -4.019 1.806 0.228 0.146 -0.121
H -5.335 -3.240 5.376 0.081 0.008 -0.138
H -6.509 -2.388 4.353 -0.115 0.042 -0.079
H -4.882 -2.760 3.700 0.172 0.457 0.178
H -8.889 -5.227 1.174 -0.230 0.890 -0.082
H -8.279 -6.495 0.646 0.690 -0.585 -0.186
C 1.332 -5.557 -8.261 -0.670 0.199 0.573
C -0.071 -5.973 -7.734 -0.106 -0.278 -0.909
C -0.816 -4.950 -6.864 1.311 0.303 0.110
O -0.126 -4.733 -5.635 -0.924 0.867 -0.393
C -0.635 -3.537 -5.039 1.483 -0.110 0.688
N -0.906 -6.272 -8.938 0.554 0.016 0.951
H 1.929 -5.272 -7.395 0.235 0.142 -0.214
H 1.288 -4.751 -8.994 -0.219 0.434 0.256
H 1.831 -6.348 -8.822 -0.229 -0.377 0.380
H 0.109 -6.864 -7.132 -0.346 -0.272 -0.113
H -1.854 -5.165 -6.611 -0.194 -0.675 -0.352
H -0.836 -4.018 -7.428 -0.009 0.376 -0.177
H 0.048 -3.378 -4.204 -0.310 0.112 0.299
H -1.663 -3.552 -4.677 -0.165 -0.522 -0.109
H -0.518 -2.652 -5.664 -0.022 -0.088 -0.491
H -1.862 -6.389 -8.634 -0.286 -0.224 -0.039
H -0.903 -5.404 -9.454 -0.089 0.115 -0.444
C -10.202 -0.338 3.461 0.719 -0.314 -0.544
C -10.642 0.284 2.132 0.561 0.605 0.794
C -9.705 0.007 0.949 0.703 -0.267 0.322
O -8.396 0.541 1.185 -0.545 0.824 1.053
C -7.443 0.363 0.167 -0.862 -1.901 -0.098
N -11.994 -0.180 1.838 0.343 0.037 -0.180
H -9.200 -0.001 3.726 0.114 -0.092 -0.158
H -10.194 -1.419 3.316 0.068 -0.146 0.249
H -10.815 -0.104 4.330 -0.413 0.124 -0.311
H -10.654 1.359 2.308 0.214 0.385 -0.233
H -10.123 0.412 0.027 -0.122 0.329 -0.164
H -9.656 -1.072 0.799 0.147 -0.356 0.008
H -7.903 0.618 -0.787 0.528 0.508 -0.284
H -7.249 -0.709 0.128 0.061 -0.482 -0.388
H -6.446 0.747 0.380 -0.548 0.911 0.162
H -12.530 0.209 2.601 -0.567 -0.202 0.002
H -12.292 0.310 1.007 -0.380 0.004 -0.222
C 1.916 2.521 -0.469 -0.570 1.090 0.340
C 2.309 1.092 -0.535 -0.665 0.086 0.461
C 1.087 0.155 -0.756 0.457 -0.377 1.362
O 0.106 0.309 0.323 -0.183 -0.734 -1.221
C -1.024 -0.598 0.195 0.340 0.248 0.278
N 3.321 0.957 -1.568 -0.243 -0.591 -0.374
H 2.758 3.174 -0.240 0.185 -0.094 -0.335
H 1.214 2.696 0.347 -0.285 -0.123 -0.154
H 1.453 2.808 -1.412 -0.053 0.318 -0.039
H 2.758 0.890 0.437 0.023 -0.613 0.007
H 1.570 -0.822 -0.755 -0.337 -0.675 0.484
H 0.652 0.176 -1.755 -0.376 0.828 -0.087
H -1.875 -0.356 0.832 0.328 1.007 0.284
H -0.799 -1.596 0.572 0.556 -0.286 -0.561
H -1.451 -0.597 -0.808 0.385 -0.189 -0.248
H 3.539 -0.019 -1.706 0.421 -0.424 0.291
H 2.841 1.152 -2.435 0.048 0.549 -0.482
C 5.202 -1.874 -7.849 0.666 -0.385 0.656
C 5.623 -1.466 -6.397 -0.879 0.144 -0.297
C 5.356 -2.504 -5.248 0.180 -0.478 -1.239
O 5.903 -2.131 -4.008 -0.065 1.498 0.657
C 5.746 -3.038 -2.921 0.448 -0.379 -1.031
N 7.034 -1.050 -6.298 -0.560 -0.327 0.439
H 4.134 -1.787 -8.051 0.008 0.181 0.269
H 5.481 -2.880 -8.164 0.193 -0.220 0.287
H 5.750 -1.203 -8.511 -0.168 0.149 -0.030
H 5.004 -0.577 -6.277 0.174 0.260 0.651
H 5.944 -3.331 -5.646 -0.199 -0.888 0.210
H 4.313 -2.788 -5.108 -0.206 -0.008 -0.301
H 6.050 -2.607 -1.967 -0.072 0.494 -0.316
H 6.440 -3.853 -3.127 -0.189 -0.514 0.240
H 4.723 -3.406 -2.847 -0.097 -0.061 -0.016
H 7.654 -1.773 -6.635 -0.013 -0.346 -0.799
H 7.143 -1.224 -5.309 0.751 0.896 0.646
C 1.105 1.006 5.902 -0.607 -0.328 0.182
C -0.054 -0.043 5.850 0.649 0.702 -0.670
C -0.634 -0.289 7.237 0.217 -0.266 -0.047
O -1.540 -1.389 7.284 1.263 -0.182 0.423
C -1.895 -1.701 8.636 -1.809 0.318 -1.070
N -1.098 0.387 4.930 -0.372 0.637 0.449
H 1.969 0.573 6.406 -0.036 0.048 0.162
H 0.809 1.929 6.400 -0.110 -0.068 0.201
H 1.453 1.314 4.916 -0.219 -0.270 -0.220
H 0.401 -0.934 5.419 0.134 -0.562 0.574
H -1.179 0.582 7.602 0.070 0.433 -0.142
H 0.200 -0.466 7.917 0.169 -0.103 0.168
H -2.741 -2.365 8.461 -0.012 -0.175 0.546
H -2.291 -0.791 9.086 -0.018 0.118 0.301
H -1.216 -2.168 9.350 0.797 0.001 -0.631
H -1.860 -0.275 4.970 -0.102 -0.026 -0.273
H -0.755 0.490 3.986 -0.019 -0.225 -0.057
C 0.609 -6.985 -0.524 -0.350 1.431 0.022
C 0.258 -7.730 0.739 0.426 1.432 0.893
C -0.823 -7.007 1.566 0.500 -0.427 1.478
O -0.247 -5.861 2.150 0.618 0.965 -0.100
C -0.844 -5.252 3.293 -1.066 0.632 -1.537
N -0.113 -9.048 0.442 -1.240 -2.001 -0.656
H 1.100 -6.047 -0.264 0.455 -0.115 0.089
H -0.306 -6.583 -0.960 -0.279 -0.444 -0.498
H 1.200 -7.516 -1.270 -0.105 -0.189 0.267
H 1.148 -7.758 1.368 0.082 0.009 0.185
H -1.132 -7.613 2.419 0.173 -0.814 0.099
H -1.769 -6.911 1.032 -0.065 0.863 -0.593
H -1.903 -5.132 3.062 -0.509 -0.541 0.523
H -0.574 -4.196 3.296 0.789 -0.132 0.151
H -0.669 -5.694 4.273 0.145 -0.407 -0.230
H -0.834 -9.032 -0.265 0.047 0.009 -0.721
H -0.648 -9.457 1.195 0.355 -0.241 0.631
C 0.574 7.980 6.101 -0.738 -1.579 -0.760
C 1.477 9.128 5.896 0.028 0.223 -0.756
C 1.654 9.412 4.382 0.382 -0.315 -0.809
O 2.130 8.268 3.624 -0.438 0.479 1.568
C 2.248 8.442 2.247 0.065 -0.923 -0.483
N 0.816 10.285 6.496 0.665 0.618 -0.249
H 0.323 7.781 7.142 0.156 0.053 0.019
H 1.017 7.097 5.639 0.085 -0.246 0.314
H -0.351 8.119 5.541 -0.216 0.230 0.168
H 2.437 8.862 6.337 0.379 0.309 0.013
H 2.348 10.227 4.175 0.316 0.260 0.389
H 0.710 9.757 3.960 -0.418 -0.176 0.100
H 2.528 7.460 1.865 0.191 -0.083 0.001
H 3.037 9.121 1.923 -0.041 0.442 0.217
H 1.308 8.643 1.732 -0.262 0.544 0.182
H 1.394 11.094 6.322 0.011 0.437 -0.121
H 0.825 10.211 7.504 -0.164 -0.295 0.196
```
Forces are in eV/Å.

Values from the calculation:
* lowest unoccupied orbital energy: -0.0002 hartree
* Kohn-Sham gap: 9.243 eV
* E_HOMO: -9.2 eV


Below is a cluster of 2 separate species, CCl2O2S in total in a non-equilibrium geometry, with properties calculated with wB97M-V/def2-TZVPD.

```
6
Properties=species:S:1:pos:R:3:forces:R:3
C 1.692 0.589 -1.445 0.284 2.589 -1.511
O 1.741 1.304 -2.386 -0.002 -0.638 1.317
O -1.734 -0.987 0.588 1.073 0.649 1.422
S -0.934 -0.451 1.737 -1.136 -0.622 -1.426
Cl 1.431 -1.053 -1.447 -0.301 -1.953 0.210
Cl -2.195 0.598 2.953 0.082 -0.025 -0.013
```
Forces are in eV/Å.

Values from the calculation:
* lowest unoccupied orbital energy (alpha / beta): -0.0657 / -0.0490 hartree
* Kohn-Sham gap (alpha / beta): 7.647 / 8.273 eV
* E_HOMO (alpha / beta): -9.4 / -9.6 eV


Calculated energy relative to the best compared isomer or geometry (same formula, charge and spin), 317.2; 144.2 kJ/mol (same order as the records).
Calculated DFT total energy, -3084.6064; -1507.0632 Eh (same order as the records).